Record 1
ORCA calculation (ωB97M-V with the def2-TZVPD basis set) on C26H23N7SSe2Zn as an isolated structure.

The geometry in XYZ format:
```
60
Properties=species:S:1:pos:R:3:mulliken_charge:R:1
Zn 0.4466 0.1674 0.2199 -0.3675
Se 2.6543 2.2418 1.3007 -0.0097
Se 3.2975 2.2242 -0.9454 -0.0356
C 1.6137 2.1140 -1.8603 0.3718
C 1.4248 2.9842 -2.9189 -0.7253
C 0.3347 2.7946 -3.7611 -0.2268
C -0.5290 1.7480 -3.5154 -1.1122
C -0.3000 0.9522 -2.4059 0.0597
N 0.7445 1.1324 -1.5933 0.2435
C 3.0241 0.4095 1.7440 0.4379
C 3.9655 0.1134 2.7116 -0.7182
C 4.1509 -1.2188 3.0587 -0.1658
C 3.4079 -2.1918 2.4175 -0.8698
C 2.4885 -1.8032 1.4563 -0.1697
N 2.2982 -0.5257 1.1343 0.0696
H 2.1244 3.7934 -3.0716 0.4000
H 0.1648 3.4677 -4.5917 0.4060
H -1.3818 1.5556 -4.1505 0.4573
H -0.9725 0.1475 -2.1242 0.5095
H 4.5342 0.9070 3.1748 0.4069
H 4.8723 -1.4899 3.8185 0.4087
H 3.5202 -3.2378 2.6648 0.4282
H 1.8535 -2.5183 0.9449 0.3663
S -4.8966 -3.5899 3.4698 0.0007
N -4.2065 -2.1734 3.8723 -0.6904
C -3.3543 -1.8706 2.9172 -0.0642
C -2.5358 -0.6630 2.8846 -0.2130
C -2.4442 0.1950 3.9279 -0.2421
C -1.5167 1.2762 3.9139 -1.4556
C -0.5935 1.2973 2.9003 0.3105
N -0.5699 0.4498 1.8667 -0.2803
C -1.7526 -0.3826 1.6474 0.8249
C -1.6963 -1.4311 0.5562 0.9140
N -0.4605 -1.5274 -0.2009 -0.0033
C -0.3085 -2.5482 -1.0566 -0.1883
C -1.1434 -3.6289 -1.1374 -1.5143
C -2.1617 -3.7346 -0.1425 -0.3057
C -2.4115 -2.7253 0.7238 -0.3860
C -3.3068 -2.8604 1.8672 0.6147
N -4.1276 -3.8675 2.0642 -0.7146
H -3.0522 0.0015 4.8056 0.5268
H -1.4411 1.9777 4.7320 0.3812
H 0.2165 2.0243 2.9403 0.2014
H 0.5787 -2.5004 -1.6885 0.5600
H -0.9377 -4.4302 -1.8319 0.3750
H -2.7172 -4.6593 -0.0220 0.5371
C -3.9423 1.6496 0.6378 -1.6510
C -3.7609 0.2617 0.0200 1.5986
C -4.8869 -0.6611 0.5031 -1.8917
C -3.8404 0.3523 -1.5048 -1.6762
N -2.3807 -0.1380 0.3393 0.8551
H -4.8855 2.0937 0.3085 0.4757
H -3.1181 2.3018 0.3385 0.2629
H -3.9480 1.5857 1.7285 0.3070
H -5.8401 -0.2614 0.1446 0.5669
H -4.9410 -0.7081 1.5914 0.3627
H -4.7768 -1.6731 0.1094 0.3578
H -4.8494 0.6328 -1.8189 0.4890
H -3.5964 -0.6150 -1.9581 0.3516
H -3.1414 1.1068 -1.8778 0.2381
```

**HOMO energy**: -5.74 eV
**Frontier orbital gap**: 4.510 eV
**Energy relative to the best compared isomer or geometry (same formula, charge and spin)**: 30.2 kJ/mol

=====

Record 2
ORCA calculation (ωB97M-V with the def2-TZVPD basis set) on C3H8OSi in the gas phase at a distorted geometry.

The geometry in XYZ format:
```
13
Properties=species:S:1:pos:R:3:mulliken_charge:R:1
C 1.5187 -0.5128 -1.4417 -1.0960
C 0.9674 -0.1629 -0.0161 0.7935
O 1.5267 -0.1749 1.0370 -0.5362
C -0.4359 0.1898 -0.1071 -0.8978
Si -1.0384 0.4482 1.6805 0.4370
H 0.8207 -1.3053 -1.7490 0.3400
H 1.2150 0.3144 -2.0298 0.3619
H 2.6150 -0.6409 -1.3888 0.2934
H -0.5640 1.1102 -0.7130 0.3618
H -0.9531 -0.6621 -0.6228 0.3450
H -0.5468 1.6851 2.5338 -0.0912
H -1.1495 -0.7183 2.5651 -0.1198
H -2.4860 0.6460 1.5253 -0.1916
```

**HOMO energy**: -10.04 eV
**Frontier orbital gap**: 10.797 eV
**SMILES**: CC(=O)C[SiH3]
**Energy relative to the best compared isomer or geometry (same formula, charge and spin)**: 137.9 kJ/mol